1.
{
  "formula": "C32H37N2O2",
  "method": "ωB97M-V with the def2-TZVPD basis set",
  "symbols": ["C", "O", "C", "C", "C", "C", "C", "C", "C", "C", "C", "C", "C", "C", "C", "N", "C", "C", "C", "N", "C", "C", "C", "C", "C", "C", "C", "C", "C", "C", "O", "C", "C", "C", "C", "C", "H", "H", "H", "H", "H", "H", "H", "H", "H", "H", "H", "H", "H", "H", "H", "H", "H", "H", "H", "H", "H", "H", "H", "H", "H", "H", "H", "H", "H", "H", "H", "H", "H", "H", "H", "H", "H"],
  "xyz": [[0.90065, -3.02603, -7.34512], [0.92949, -4.12651, -6.40273], [1.66748, -3.95907, -5.26642], [1.44827, -4.90268, -4.23382], [2.05632, -4.72975, -2.99736], [2.94004, -3.64918, -2.77449], [3.53528, -3.39267, -1.43179], [2.72868, -3.52200, -0.34632], [3.02028, -3.26771, 1.10654], [2.75830, -4.56472, 2.02212], [3.59209, -4.85968, 3.11322], [3.09088, -5.62780, 4.16409], [1.83342, -6.22952, 4.06900], [1.11884, -6.09336, 2.87830], [1.62963, -5.34129, 1.81716], [2.36974, -1.94563, 1.63712], [1.67504, -2.25893, 2.84302], [1.42087, -1.10734, 3.72004], [0.66498, -0.05103, 2.93156], [1.35745, 0.16161, 1.68237], [2.13965, -0.74630, 1.06600], [2.69202, -0.26948, -0.26761], [3.69650, 0.86847, -0.03967], [3.06300, 2.26109, -0.09556], [2.07991, 2.50263, 1.04388], [0.98819, 1.45788, 1.04374], [4.97195, -2.96983, -1.36750], [5.90523, -3.45717, -2.31084], [7.19776, -2.97215, -2.35683], [7.64707, -2.07959, -1.34785], [8.94405, -1.67222, -1.43848], [9.46066, -0.80081, -0.39983], [6.75741, -1.66801, -0.32070], [5.44494, -2.07222, -0.40651], [3.17378, -2.73461, -3.82023], [2.59360, -2.90947, -5.06879], [0.19359, -3.35128, -8.10901], [0.54707, -2.10580, -6.86626], [1.89199, -2.86855, -7.78572], [0.76005, -5.71372, -4.42543], [1.83274, -5.42387, -2.19643], [1.69267, -3.87629, -0.50902], [4.09537, -2.97191, 1.31729], [4.58842, -4.38913, 3.21297], [3.65729, -5.72372, 5.09866], [1.40884, -6.76275, 4.90745], [0.11682, -6.52737, 2.79583], [1.06987, -5.30066, 0.86489], [0.72287, -2.71495, 2.52151], [2.23949, -3.00484, 3.38391], [0.77684, -1.44217, 4.53757], [2.33836, -0.70468, 4.16038], [-0.36444, -0.37353, 2.73060], [0.61980, 0.90128, 3.49982], [1.83991, 0.02081, -0.88213], [3.12954, -1.14538, -0.75163], [4.47201, 0.77776, -0.79636], [4.18982, 0.74123, 0.93524], [3.86231, 3.01069, -0.08636], [2.52430, 2.37394, -1.05081], [2.61636, 2.51038, 1.99970], [1.64426, 3.49860, 0.94485], [0.65780, 1.25247, -0.00090], [0.12348, 1.82841, 1.56714], [5.61476, -4.21960, -3.03606], [7.89678, -3.21278, -3.13892], [10.48952, -0.62639, -0.70948], [8.90242, 0.14720, -0.36144], [9.42932, -1.30458, 0.57805], [7.07036, -0.99691, 0.47714], [4.74016, -1.62140, 0.31007], [3.75651, -1.84010, -3.62110], [2.81165, -2.20396, -5.88066]],
  "lowdin_charge": [-0.06, -0.09, -0.26, 0.01, -0.02, -0.20, -0.14, -0.02, -0.13, -0.19, -0.05, -0.07, -0.07, -0.06, -0.05, 0.06, -0.18, -0.14, -0.14, -0.02, -0.14, -0.08, -0.17, -0.20, -0.17, -0.13, -0.16, -0.01, 0.02, -0.25, -0.09, -0.05, 0.00, -0.07, -0.03, -0.01, 0.09, 0.10, 0.09, 0.12, 0.11, 0.12, 0.14, 0.13, 0.12, 0.11, 0.11, 0.12, 0.16, 0.11, 0.13, 0.14, 0.14, 0.14, 0.13, 0.08, 0.12, 0.13, 0.12, 0.13, 0.13, 0.12, 0.14, 0.12, 0.13, 0.12, 0.09, 0.09, 0.10, 0.11, 0.08, 0.12, 0.11],
  "multiplicity": 1,
  "smiles": "COc1ccc(C(=C[C@H](c2ccccc2)N2CCC[N+]3=C2CCCCC3)c2ccc(OC)cc2)cc1",
  "e_tot_ev": -40852.3491,
  "e_above_lowest_ev": 0.000,
  "charge": 1,
  "e_homo_ev": -10.13
}



2.
{
  "formula": "C7H11IS",
  "method": "ωB97M-V with the def2-TZVPD basis set",
  "symbols": ["C", "C", "C", "C", "C", "C", "C", "S", "I", "H", "H", "H", "H", "H", "H", "H", "H", "H", "H", "H"],
  "xyz": [[1.08723, -0.04592, -0.53442], [0.19397, 1.65711, 0.18935], [0.23643, -1.02862, 0.11100], [-1.28091, -0.65582, -0.13914], [0.97204, 2.86448, -0.00423], [0.53453, -1.31914, 1.58418], [-1.83046, -1.14088, -1.50989], [-1.37825, 1.16145, -0.01024], [3.15189, 0.16936, -0.07818], [0.43204, -1.97705, -0.31760], [-1.80645, -1.08072, 0.76350], [0.41542, 3.89584, 0.30416], [1.16657, 2.89016, -1.02299], [1.79373, 2.80246, 0.73315], [1.56447, -1.77209, 1.58246], [-0.10036, -2.11485, 1.89333], [0.39552, -0.57014, 2.24851], [-1.89143, -2.16427, -1.54673], [-0.99410, -0.94163, -2.30466], [-2.66189, -0.62974, -1.94153]],
  "lowdin_charge": [-0.57, -0.51, -0.58, -0.54, -0.20, -0.10, -0.10, 0.98, 0.76, 0.12, 0.11, 0.13, 0.06, 0.05, 0.07, 0.06, 0.04, 0.04, 0.12, 0.05],
  "multiplicity": 1,
  "e_tot_ev": -26367.6438,
  "e_above_lowest_ev": 3.839,
  "charge": 0,
  "e_homo_ev": [-7.36, -6.78]
}



3.
{
  "formula": "C55H53AsN10O2Ti",
  "method": "ωB97M-V with the def2-TZVPD basis set",
  "symbols": ["Ti", "C", "C", "C", "C", "C", "N", "C", "C", "C", "C", "C", "C", "C", "N", "C", "C", "C", "N", "C", "C", "N", "C", "C", "C", "N", "H", "H", "H", "H", "H", "H", "H", "H", "H", "H", "H", "H", "H", "H", "H", "H", "H", "H", "O", "C", "C", "C", "C", "C", "C", "C", "O", "N", "N", "C", "C", "C", "C", "C", "C", "N", "H", "H", "H", "H", "H", "H", "H", "H", "H", "H", "C", "C", "C", "C", "N", "N", "H", "H", "H", "H", "H", "H", "H", "H", "H", "H", "H", "H", "C", "C", "C", "C", "C", "C", "As", "C", "C", "C", "C", "C", "C", "C", "C", "C", "C", "C", "C", "H", "H", "H", "H", "H", "H", "H", "H", "H", "H", "H", "H", "H"],
  "xyz": [[0.60214, 0.29037, 0.39821], [-5.38500, -2.20403, 2.81880], [-4.05685, -1.53097, 2.62513], [-3.91001, -0.15658, 2.83764], [-2.69855, 0.47097, 2.63593], [-1.57556, -0.24367, 2.21349], [-0.31792, 0.40372, 2.07258], [0.21495, 0.94139, 3.26467], [-0.13900, 0.37700, 4.49825], [0.36385, 0.84791, 5.68861], [1.24532, 1.92604, 5.71027], [1.80994, 2.44623, 6.99966], [1.60588, 2.48638, 4.49781], [1.13214, 1.99798, 3.28145], [1.59529, 2.63054, 2.08653], [2.47349, 3.64530, 2.00667], [2.50106, 4.09678, 0.70572], [1.60394, 3.28145, 0.03432], [1.05899, 2.38066, 0.85892], [-1.72099, -1.61223, 2.01399], [-2.94461, -2.24592, 2.20978], [-0.59215, -2.38545, 1.65585], [-0.25142, -3.61072, 2.10534], [0.97157, -3.92868, 1.56505], [1.31239, -2.82561, 0.78448], [0.36243, -1.89309, 0.83520], [-5.91494, -1.78340, 3.67228], [-5.27089, -3.27480, 2.97818], [-6.01862, -2.06173, 1.94078], [-4.76030, 0.42456, 3.17339], [-2.58870, 1.52837, 2.84082], [-0.82106, -0.46166, 4.51151], [0.06885, 0.37323, 6.61583], [1.09373, 2.33959, 7.81290], [2.08564, 3.49683, 6.91992], [2.70607, 1.88583, 7.27359], [2.26932, 3.33795, 4.51526], [3.01570, 3.99684, 2.86436], [3.08823, 4.90607, 0.30948], [1.30013, 3.29556, -0.99565], [-3.02437, -3.31074, 2.02369], [-0.88848, -4.14631, 2.78870], [1.54222, -4.82783, 1.71518], [2.19981, -2.67249, 0.19469], [2.86798, -0.99621, 3.81949], [4.01052, -1.33646, 3.18346], [4.97044, -1.98959, 3.95708], [6.16779, -2.38086, 3.40142], [6.44483, -2.13294, 2.05469], [5.50708, -1.48960, 1.28576], [4.27504, -1.07850, 1.82632], [3.31188, -0.42315, 0.94409], [2.14581, -0.04155, 1.45282], [3.56042, -0.24078, -0.30927], [2.50325, 0.42228, -0.93059], [2.89134, 0.95484, -2.03077], [2.08025, 1.77330, -2.92124], [2.68935, 2.32224, -4.04237], [1.91808, 3.07304, -4.91617], [0.57693, 3.23870, -4.62846], [0.06758, 2.67589, -3.46283], [0.79312, 1.95964, -2.61503], [2.28230, -0.54299, 3.19571], [4.74307, -2.17467, 4.99834], [6.90005, -2.88494, 4.01863], [7.38710, -2.44073, 1.62409], [5.70048, -1.28235, 0.24257], [3.93172, 0.80003, -2.30459], [3.74173, 2.15100, -4.22829], [2.35527, 3.51026, -5.80383], [-0.07213, 3.80440, -5.28285], [-0.96721, 2.82094, -3.19253], [-3.77009, 2.74552, 0.69875], [-2.96477, 3.13429, -0.54228], [-2.86004, 4.65342, -0.63323], [-3.66146, 2.57623, -1.78109], [-1.55608, 2.66429, -0.47230], [-1.40230, 1.24133, -0.44908], [-4.75044, 3.22241, 0.67085], [-3.26528, 3.07910, 1.60860], [-3.94222, 1.66731, 0.76024], [-3.85046, 5.09635, -0.73571], [-2.25595, 4.94594, -1.49283], [-2.40190, 5.06931, 0.26766], [-4.70429, 2.89424, -1.77855], [-3.66525, 1.48268, -1.80356], [-3.21531, 2.94723, -2.70274], [-1.13113, 3.01591, 0.37714], [-1.54619, 0.93053, -1.40297], [-2.16309, 0.81687, 0.08966], [1.47461, -5.66026, -2.25752], [2.35793, -4.59884, -2.41335], [1.89079, -3.29531, -2.34670], [0.53650, -3.05391, -2.13017], [-0.34875, -4.11240, -1.98302], [0.12584, -5.41708, -2.04416], [-0.04481, -1.20925, -2.05648], [-1.96859, -1.26888, -2.24286], [-2.91183, -1.53687, -1.26090], [-4.26352, -1.43921, -1.56196], [-4.66222, -1.06013, -2.83916], [-3.72146, -0.78623, -3.82034], [-2.36357, -0.88915, -3.53171], [-1.25863, -0.67471, -4.48891], [-1.40823, -0.43360, -5.85044], [-0.28808, -0.35015, -6.66263], [0.98329, -0.52472, -6.12926], [1.14357, -0.75672, -4.77002], [0.02576, -0.80890, -3.95535], [1.83851, -6.67768, -2.31193], [3.40926, -4.78753, -2.58767], [2.59182, -2.47203, -2.45110], [-1.40580, -3.93069, -1.83069], [-0.56358, -6.24427, -1.93607], [-2.60537, -1.83763, -0.26877], [-5.00460, -1.66563, -0.80587], [-5.71586, -0.98329, -3.07359], [-4.05095, -0.50000, -4.81067], [-2.39425, -0.33435, -6.28599], [-0.40684, -0.17321, -7.72337], [1.85032, -0.49237, -6.77627], [2.13727, -0.91083, -4.36655]],
  "lowdin_charge": [1.07, -0.02, -0.24, -0.01, -0.03, -0.25, -0.06, -0.21, 0.01, -0.01, -0.24, -0.03, 0.04, -0.10, -0.04, 0.00, 0.01, -0.11, -0.02, -0.15, 0.02, -0.04, 0.00, 0.01, -0.12, -0.04, 0.09, 0.09, 0.09, 0.13, 0.12, 0.13, 0.13, 0.09, 0.09, 0.10, 0.11, 0.13, 0.12, 0.09, 0.13, 0.14, 0.12, 0.12, 0.08, -0.24, 0.00, -0.05, -0.07, -0.02, -0.08, -0.38, -0.21, 0.10, -0.05, -0.06, -0.31, 0.00, -0.02, -0.01, -0.11, 0.08, 0.06, 0.13, 0.12, 0.11, 0.11, 0.14, 0.13, 0.12, 0.12, 0.09, -0.04, -0.61, -0.03, -0.02, -0.03, -0.02, 0.10, 0.08, 0.06, 0.10, 0.08, 0.09, 0.10, 0.06, 0.08, 0.09, 0.03, 0.07, -0.06, -0.06, -0.14, -0.39, -0.09, -0.06, 1.38, -0.33, -0.10, -0.06, -0.05, 0.00, -0.18, -0.19, -0.01, -0.05, -0.06, -0.09, -0.30, 0.11, 0.11, 0.10, 0.10, 0.11, 0.08, 0.11, 0.12, 0.12, 0.11, 0.12, 0.11, 0.10],
  "multiplicity": 1,
  "e_tot_ev": -160835.3137,
  "e_above_lowest_ev": 0.380,
  "charge": 2,
  "e_homo_ev": -12.54
}



- Which formula does entry 3 have?
  C55H53AsN10O2Ti



- What is the formula in the first record?
  C32H37N2O2